# 1
65
Properties=species:S:1:pos:R:3:nbo_charge:R:1 method="wB97M-V/def2-TZVPD" e_lumo_ev=-3.77 largest_force_ev_per_a=1.64 total_charge=+1 e_homo_ev=-12.35
N 2.04 4.61 2.11 -0.903
C 0.92 4.73 1.32 0.726
N 0.93 4.81 0.00 -0.513
C -0.17 5.73 -0.39 -0.224
C -1.13 5.63 0.83 -0.050
C -2.51 5.01 0.55 -0.417
C -2.98 3.97 1.57 -0.497
C -2.42 2.57 1.34 0.982
F -1.65 2.16 2.37 -0.328
F -1.64 2.51 0.23 -0.338
F -3.39 1.66 1.19 -0.318
N -0.31 4.82 1.78 -0.523
H 2.54 5.45 2.36 0.433
H 2.48 3.73 2.31 0.448
H 1.85 4.97 -0.39 0.433
H -0.60 5.42 -1.34 0.237
H 0.25 6.74 -0.44 0.220
H -1.25 6.61 1.29 0.224
H -2.51 4.57 -0.45 0.235
H -3.25 5.81 0.53 0.242
H -4.06 3.91 1.54 0.264
H -2.69 4.26 2.59 0.231
H -0.36 5.01 2.77 0.432
C 2.08 -0.11 -1.34 -0.642
C 2.11 1.24 -2.02 -0.077
O 2.86 2.21 -1.23 -0.505
C 4.17 2.21 -1.40 0.691
O 4.84 1.55 -2.14 -0.510
C 4.78 3.31 -0.49 0.898
F 4.23 3.25 0.74 -0.335
F 4.47 4.53 -1.00 -0.327
F 6.08 3.21 -0.38 -0.277
H 1.68 -0.02 -0.33 0.218
H 1.45 -0.79 -1.91 0.237
H 3.08 -0.54 -1.28 0.228
H 1.11 1.66 -2.10 0.191
H 2.54 1.19 -3.02 0.209
C -3.77 -1.18 2.37 -0.640
C -3.31 -1.32 0.94 -0.080
O -1.86 -1.45 0.87 -0.487
C -1.37 -2.66 1.08 0.692
O -1.97 -3.66 1.33 -0.525
C 0.17 -2.64 0.92 0.899
F 0.71 -1.57 1.53 -0.317
F 0.48 -2.56 -0.38 -0.319
F 0.71 -3.73 1.43 -0.296
H -3.28 -0.33 2.85 0.211
H -4.85 -1.01 2.39 0.228
H -3.55 -2.08 2.95 0.230
H -3.53 -0.44 0.35 0.198
H -3.76 -2.19 0.46 0.207
C 1.69 -5.68 -1.77 -0.638
C 1.09 -6.64 -0.77 -0.080
O -0.19 -7.12 -1.22 -0.479
C -0.17 -8.13 -2.08 0.694
O 0.80 -8.68 -2.52 -0.540
C -1.61 -8.55 -2.44 0.898
F -2.39 -7.49 -2.68 -0.311
F -2.15 -9.24 -1.42 -0.309
F -1.62 -9.32 -3.52 -0.297
H 0.99 -4.87 -1.97 0.211
H 2.62 -5.26 -1.38 0.221
H 1.91 -6.19 -2.71 0.227
H 0.88 -6.14 0.18 0.200
H 1.75 -7.49 -0.57 0.203

# 2
56
Properties=species:S:1:pos:R:3:nbo_charge:R:1 method="wB97M-V/def2-TZVPD" e_lumo_ev=-0.17 largest_force_ev_per_a=0.55 total_charge=-1 e_homo_ev=-5.13
C 6.97 -1.30 -1.53 -0.602
C 5.46 -1.10 -1.67 -0.411
C 5.05 0.17 -2.44 -0.417
C 4.07 -0.05 -3.61 -0.223
N 2.71 0.36 -3.30 -0.963
P 1.64 -0.72 -2.43 1.354
F 1.78 -0.04 -0.94 -0.631
C 0.17 0.34 -2.91 -0.775
C -1.08 -0.06 -2.13 -0.222
N -1.89 -0.99 -2.91 -0.857
S 1.37 -2.06 -4.45 1.917
O 1.69 -1.40 -5.70 -0.986
O 0.19 -2.91 -4.45 -0.990
F 2.59 -3.18 -4.33 -0.566
H 7.24 -2.35 -1.41 0.200
H 7.49 -0.92 -2.42 0.193
H 7.40 -0.76 -0.68 0.192
H 5.01 -1.08 -0.67 0.203
H 5.02 -1.97 -2.16 0.211
H 4.56 0.87 -1.77 0.218
H 5.95 0.67 -2.80 0.184
H 4.40 0.54 -4.47 0.192
H 4.11 -1.10 -3.93 0.186
H 2.26 0.73 -4.12 0.382
H 2.77 -1.58 -2.20 -0.151
H 0.77 -1.77 -1.96 -0.160
H 0.48 1.36 -2.65 0.228
H -0.06 0.31 -3.98 0.228
H -1.69 0.82 -1.90 0.177
H -0.74 -0.48 -1.17 0.164
H -2.65 -1.35 -2.35 0.338
H -1.34 -1.77 -3.24 0.387
C -3.49 2.33 1.76 -0.250
C -3.37 2.49 0.44 -0.210
C -2.18 3.15 -0.15 0.473
O -2.07 3.30 -1.34 -0.471
C -1.10 3.58 0.79 -0.211
C -1.22 3.42 2.10 -0.237
C -2.43 2.80 2.68 0.494
O -2.56 2.67 3.89 -0.536
H -4.34 1.85 2.23 0.253
H -4.12 2.16 -0.26 0.233
H -0.23 4.01 0.32 0.237
H -0.45 3.71 2.80 0.228
C -5.30 -2.19 6.36 -0.236
C -5.63 -1.58 5.22 -0.220
C -4.87 -0.40 4.73 0.484
O -5.18 0.15 3.70 -0.503
C -3.72 0.07 5.55 -0.235
C -3.39 -0.54 6.68 -0.228
C -4.16 -1.71 7.18 0.478
O -3.87 -2.26 8.23 -0.497
H -5.83 -3.05 6.74 0.229
H -6.45 -1.90 4.60 0.229
H -3.18 0.93 5.16 0.265
H -2.56 -0.23 7.30 0.230

# 3
57
Properties=species:S:1:pos:R:3:nbo_charge:R:1 method="wB97M-V/def2-TZVPD" e_lumo_ev=-3.15 largest_force_ev_per_a=3.40 total_charge=0 e_homo_ev=-5.41
C -4.27 -1.74 -2.75 -0.620
C -2.67 -1.62 -2.80 -0.412
C -2.16 -1.48 -4.29 -0.394
C -0.56 -1.56 -4.40 -0.406
C 0.00 -0.14 -3.96 -0.402
C 1.46 -0.20 -3.31 -0.451
C 1.34 0.56 -1.93 0.324
N 1.29 1.96 -2.03 -0.517
C 1.17 2.78 -0.92 0.389
N 1.14 4.22 -1.10 -0.507
C 2.23 4.73 -0.78 0.264
S 3.59 5.50 -0.45 0.179
C 1.06 2.19 0.43 0.102
N 0.90 3.12 1.52 -0.850
C 1.10 0.69 0.61 0.001
C 0.99 0.04 1.99 0.667
O 1.20 0.74 2.98 -0.504
O 0.71 -1.32 2.22 -0.766
P -0.98 -1.69 2.13 1.334
C -2.03 -0.22 2.67 -1.038
O -1.43 -1.91 0.50 -0.977
C 1.27 -0.13 -0.64 -0.201
C 1.38 -1.69 -0.69 0.703
O 0.63 -2.33 -1.37 -0.468
N 2.47 -2.33 0.07 -0.679
C 3.73 -2.27 -0.67 0.952
O 4.63 -2.96 -0.33 -0.483
F 3.85 -1.39 -1.73 -0.345
H -4.71 -1.19 -1.88 0.209
H -4.76 -1.39 -3.69 0.210
H -4.51 -2.83 -2.57 0.216
H -2.43 -0.64 -2.27 0.174
H -2.16 -2.43 -2.21 0.228
H -2.41 -0.42 -4.61 0.191
H -2.66 -2.16 -5.02 0.216
H -0.13 -2.42 -3.83 0.227
H -0.33 -1.66 -5.51 0.208
H -0.06 0.57 -4.83 0.214
H -0.73 0.26 -3.19 0.204
H 2.12 0.44 -3.96 0.223
H 1.84 -1.24 -3.19 0.264
H 1.37 2.43 -2.94 0.445
H 1.62 3.00 2.23 0.412
H -0.04 3.08 1.90 0.401
H -1.95 0.67 2.00 0.205
H -1.88 0.03 3.77 0.330
H -3.11 -0.57 2.60 0.259
H -1.99 -1.16 0.20 0.481
H 2.66 -1.70 0.88 0.409
C 0.59 1.59 6.61 -0.611
C -0.08 0.32 7.20 -0.034
O -1.01 -0.05 6.33 -0.736
H -0.13 2.41 6.49 0.187
H 1.38 1.94 7.29 0.176
H 1.06 1.39 5.64 0.196
H -0.39 0.59 8.22 0.107
H 0.76 -0.38 7.40 0.096

# 4
51
Properties=species:S:1:pos:R:3:nbo_charge:R:1 method="wB97M-V/def2-TZVPD" smiles="Cc1ccc(S(=O)(=O)N2CCOCC2)cc1C(=O)N1CCCCCC1" e_lumo_ev=0.63 largest_force_ev_per_a=1.08 e_above_lowest_kcal_mol=47.7 total_charge=0 e_homo_ev=-8.98
C -1.84 -1.43 -2.54 -0.647
C -0.73 -0.68 -1.86 0.011
C 0.36 -0.21 -2.58 -0.203
C 1.39 0.48 -1.95 -0.183
C 1.32 0.70 -0.59 -0.354
S 2.66 1.53 0.26 2.338
O 3.35 2.35 -0.70 -0.940
O 2.12 2.14 1.44 -0.941
N 3.73 0.37 0.76 -0.675
C 3.37 -0.49 1.86 -0.260
C 2.85 -1.84 1.35 -0.089
O 3.78 -2.43 0.47 -0.524
C 4.01 -1.61 -0.66 -0.087
C 4.58 -0.25 -0.23 -0.260
C 0.23 0.26 0.15 -0.198
C -0.80 -0.42 -0.49 -0.043
C -1.92 -0.99 0.34 0.653
O -1.89 -2.16 0.67 -0.626
N -2.90 -0.14 0.71 -0.429
C -2.98 1.23 0.28 -0.209
C -4.23 1.53 -0.57 -0.415
C -5.52 1.53 0.25 -0.404
C -6.17 0.15 0.41 -0.397
C -5.21 -1.01 0.66 -0.412
C -3.99 -0.66 1.51 -0.232
H -2.08 -2.32 -1.97 0.245
H -2.73 -0.81 -2.59 0.220
H -1.55 -1.71 -3.55 0.221
H 0.41 -0.39 -3.64 0.217
H 2.24 0.86 -2.50 0.240
H 2.62 0.04 2.45 0.237
H 4.26 -0.65 2.47 0.205
H 2.74 -2.54 2.18 0.202
H 1.88 -1.72 0.85 0.172
H 4.73 -2.15 -1.28 0.199
H 3.08 -1.47 -1.22 0.168
H 4.66 0.43 -1.07 0.238
H 5.57 -0.40 0.22 0.205
H 0.20 0.46 1.21 0.243
H -2.09 1.47 -0.30 0.225
H -3.00 1.88 1.16 0.192
H -4.09 2.52 -1.01 0.218
H -4.30 0.81 -1.39 0.200
H -6.25 2.19 -0.24 0.215
H -5.31 1.96 1.23 0.194
H -6.76 -0.08 -0.48 0.204
H -6.88 0.21 1.24 0.204
H -5.76 -1.82 1.14 0.218
H -4.84 -1.40 -0.29 0.206
H -4.24 0.07 2.28 0.194
H -3.61 -1.56 1.99 0.248

# 5
52
Properties=species:S:1:pos:R:3:nbo_charge:R:1 method="wB97M-V/def2-TZVPD" e_lumo_ev=-5.55 largest_force_ev_per_a=10.19 e_above_lowest_kcal_mol=510.2 total_charge=+1 e_homo_ev=-11.44
C 2.53 -3.56 3.12 -0.110
C 1.76 -2.91 2.10 -0.147
C 1.10 -2.54 0.61 0.225
C 2.10 -1.74 -0.46 -0.177
C 1.61 -1.34 -2.00 -0.021
C 2.54 -0.58 -3.11 0.714
O 2.53 -1.09 -4.37 -0.479
O 3.36 0.63 -2.91 -0.321
N 3.85 0.71 -1.66 -0.241
C 5.27 0.19 -1.55 -0.472
C 3.74 2.17 -1.27 0.673
C 2.20 2.76 -0.99 -0.718
O 4.79 2.99 -1.12 -0.523
C 0.05 -1.81 -2.36 -0.179
C -0.86 -2.59 -1.19 0.348
C -2.38 -3.07 -1.57 -0.489
C -3.55 -1.97 -1.23 -0.081
O -2.97 -0.69 -0.79 -0.560
C -3.93 0.34 -1.27 -0.085
C -5.47 0.09 -0.68 -0.673
N -0.32 -2.91 0.21 -0.526
H 3.25 -4.19 3.83 0.327
H 3.19 -1.47 -0.10 0.290
H 5.54 0.02 -0.41 0.232
H 6.08 0.86 -2.04 0.249
H 5.28 -0.88 -2.08 0.220
H 1.42 1.95 -1.37 0.218
H 2.02 2.86 0.17 0.256
H 1.99 3.76 -1.57 0.271
H -0.35 -1.59 -3.44 0.296
H -2.39 -3.29 -2.72 0.262
H -2.57 -4.08 -1.01 0.247
H -4.21 -1.88 -2.22 0.212
H -4.21 -2.44 -0.34 0.204
H -3.88 0.30 -2.45 0.171
H -3.53 1.40 -0.96 0.232
H -6.06 -0.70 -1.36 0.210
H -6.09 1.09 -0.75 0.244
H -5.42 -0.35 0.42 0.233
H -0.97 -3.41 0.89 0.470
C -1.89 2.74 2.61 0.531
O -2.44 2.01 1.81 -0.631
N -0.71 2.46 3.28 -0.436
C -0.11 3.38 4.22 -0.400
C -0.05 1.20 3.02 -0.418
H -2.30 3.72 2.88 0.119
H 0.89 3.65 3.87 0.196
H -0.04 2.89 5.20 0.200
H -0.72 4.29 4.31 0.220
H 0.20 1.13 1.96 0.201
H -0.73 0.38 3.28 0.212
H 0.87 1.11 3.61 0.209

# 6
53
Properties=species:S:1:pos:R:3:nbo_charge:R:1 method="wB97M-V/def2-TZVPD" smiles="Cc1nc2ccc(S(=O)(=O)NCC(=O)NCCN3CCCC[C@H]3C)cc2s1" e_lumo_ev=0.17 largest_force_ev_per_a=1.17 e_above_lowest_kcal_mol=5.4 total_charge=0 e_homo_ev=-8.78
C 8.51 -0.11 0.73 -0.668
C 7.07 -0.02 0.40 0.149
N 6.35 1.02 0.59 -0.439
C 5.06 0.83 0.20 0.125
C 4.04 1.78 0.28 -0.197
C 2.78 1.44 -0.15 -0.171
C 2.54 0.17 -0.67 -0.364
S 0.87 -0.22 -1.19 2.318
O 0.86 -1.56 -1.73 -0.972
O 0.36 0.84 -2.01 -0.937
N 0.06 -0.15 0.26 -0.910
C 0.22 -1.31 1.13 -0.330
C -1.07 -2.12 1.06 0.675
O -1.79 -2.28 2.02 -0.619
N -1.34 -2.56 -0.19 -0.637
C -2.70 -2.61 -0.66 -0.233
C -3.05 -1.29 -1.36 -0.222
N -2.82 -0.12 -0.52 -0.482
C -2.83 1.10 -1.32 -0.226
C -2.40 2.32 -0.51 -0.407
C -3.26 2.47 0.74 -0.402
C -3.24 1.16 1.52 -0.398
C -3.69 -0.03 0.66 -0.059
C -5.20 0.05 0.36 -0.642
C 3.52 -0.79 -0.77 -0.141
C 4.78 -0.45 -0.33 -0.238
S 6.23 -1.41 -0.31 0.356
H 8.85 0.83 1.15 0.247
H 9.09 -0.33 -0.17 0.236
H 8.69 -0.92 1.44 0.236
H 4.26 2.76 0.68 0.235
H 1.96 2.13 -0.12 0.240
H -0.93 0.08 0.10 0.457
H 1.08 -1.89 0.78 0.226
H 0.40 -0.98 2.16 0.226
H -0.65 -2.36 -0.90 0.421
H -2.81 -3.43 -1.38 0.207
H -3.35 -2.81 0.20 0.224
H -4.08 -1.34 -1.73 0.181
H -2.39 -1.19 -2.22 0.204
H -2.11 0.97 -2.14 0.226
H -3.82 1.29 -1.77 0.167
H -1.35 2.19 -0.22 0.204
H -2.47 3.20 -1.14 0.214
H -2.88 3.28 1.36 0.210
H -4.28 2.72 0.46 0.194
H -3.88 1.22 2.40 0.212
H -2.22 0.96 1.86 0.203
H -3.52 -0.93 1.25 0.229
H -5.55 -0.87 -0.11 0.208
H -5.44 0.88 -0.30 0.203
H -5.74 0.17 1.29 0.219
H 3.28 -1.76 -1.18 0.244